Density functional theory data (ωB97M-V/def2-TZVPD) for C9H15N3O6 in the gas phase.

The max |F| is 4.7 eV Å⁻¹. The orbital gap is 0.3776 Eh. The calculation puts the lowest unoccupied orbital energy at 0.562 eV. For the HOMO energy, the calculation gives -9.714 eV. Its structure (SMILES) is NC(=O)C[C@H](N)C(=O)N[C@@H](CCC(=O)O)C(=O)O.

Geometry as XYZ:
```
33
Properties=species:S:1:pos:R:3:forces:R:3:lowdin_charge:R:1
C 1.424822 -0.869153 -0.524872 0.55 -2.19 -0.05 -0.289
C 1.864989 0.519001 -0.043957 -0.25 1.94 -1.34 -0.398
C 2.627071 -1.844342 -0.159039 -0.95 1.03 1.47 -0.045
C 2.615040 -1.902468 1.404178 0.53 -0.88 1.48 -0.426
C -0.631591 1.082506 0.567599 2.62 -0.43 -2.49 -0.141
C -0.961405 -0.107392 1.435662 -0.82 -1.39 1.90 -0.435
C -1.282309 0.966881 -0.969564 -0.19 1.27 2.29 -0.072
C -2.479630 2.020126 -1.052730 1.01 2.35 1.03 -0.102
C -3.647433 1.441854 -1.822462 2.74 2.63 -2.13 -0.617
H 1.806003 -0.087407 -2.400387 -0.35 0.13 0.54 0.080
H 1.566157 -1.626470 -2.513399 -0.89 0.69 1.28 0.099
H 0.495826 -1.319478 -0.015525 1.40 1.08 -0.73 0.154
H 2.537694 -2.865724 -0.535133 -0.48 0.08 -0.05 0.118
H 3.571939 -1.458160 -0.551197 -0.12 0.19 0.25 0.117
H 3.412526 -2.785560 2.984288 0.30 -0.29 0.47 0.098
H 4.260077 -3.168044 1.542550 1.10 -1.12 -0.82 0.067
H 1.244696 2.212997 0.838333 -0.36 -0.07 -0.21 0.140
H -0.969640 2.016180 0.932096 -0.72 0.64 0.87 0.123
H -0.503114 1.242597 -1.710161 -0.62 -0.62 0.51 0.107
H -1.705508 -0.052759 -1.051100 0.59 0.60 -0.28 0.111
H -2.972726 2.315911 -0.080671 0.83 -0.97 -0.53 0.119
H -2.082812 3.177012 -1.359624 -1.12 -3.44 -0.03 0.187
H -4.037199 0.844627 -3.626195 -0.04 0.46 0.57 0.135
H 0.430031 0.315558 2.770084 0.22 -0.10 -0.33 0.093
N 1.188555 -0.794219 -1.982247 1.15 -0.56 -1.29 0.039
N 3.666224 -2.583766 2.040236 -2.28 2.04 -0.57 0.158
N 0.882503 1.293394 0.607605 0.73 -0.81 -0.74 0.102
O 2.958227 0.999877 -0.434715 -2.53 -1.22 1.65 0.039
O 1.727547 -1.444840 2.137873 2.27 -0.77 -2.16 0.031
O -1.879694 -0.834162 1.120256 1.11 0.51 0.64 0.107
O -4.709153 1.231104 -1.417966 -3.71 -1.45 2.45 0.159
O -3.413322 1.416121 -3.139467 1.26 -0.78 -1.55 0.096
O -0.232640 -0.369502 2.622519 -2.98 1.45 -2.11 0.050
```
Positions in Å, forces in eV/Å.

Density functional theory data (ωB97M-V/def2-TZVPD) for C3H7BrO in the gas phase.

The max |F| is 7.1 eV Å⁻¹. The orbital gap (alpha / beta) is 0.2569 / 0.2779 Eh. The spin multiplicity is 3. The calculation puts the lowest unoccupied orbital energy (alpha / beta) at 0.892 / -2.256 eV. For the HOMO energy (alpha / beta), the calculation gives -6.097 / -9.819 eV.

Geometry as XYZ:
```
12
Properties=species:S:1:pos:R:3:forces:R:3:lowdin_charge:R:1
C 0.130583 -1.300124 -0.194661 1.12 1.77 0.49 -0.102
C 0.916038 -0.075128 0.351229 -1.08 0.17 1.85 -0.319
C 0.053326 1.350695 -0.272032 2.83 -2.20 -0.07 -0.009
O 2.397932 -0.785059 0.245028 -6.65 -1.05 1.33 -0.738
Br 3.699732 0.315472 -0.114996 5.51 4.20 -1.47 0.671
H 0.027348 -1.008044 -1.269665 -1.30 -0.73 0.85 0.081
H 0.918120 -2.053726 -0.251469 -0.93 -0.66 0.52 0.059
H -0.694010 -1.448344 0.563889 0.37 -0.41 -1.82 0.105
H -0.791132 1.400877 0.387363 -0.46 -0.33 0.28 0.050
H 0.760238 0.118084 1.472927 0.78 -0.85 -1.53 0.117
H 0.461243 2.369688 -0.364799 0.47 -0.77 0.10 0.060
H -0.159680 0.876254 -1.214831 -0.65 0.84 -0.53 0.025
```
Positions in Å, forces in eV/Å.